{"formula": "C6H3NO4Sc", "method": "ωB97M-V/def2-TZVPD", "largest_force_ev_per_a": 7.2, "spin_multiplicity": 1, "energy_ev": -36617.2489, "total_charge": 3, "gap_ev": 8.536, "elements": ["O", "C", "Sc", "O", "C", "C", "O", "C", "O", "C", "C", "N", "H", "H", "H"], "xyz": [[0.103, -3.379, -0.038], [-0.047, -2.238, -0.153], [-0.397, -0.009, -0.160], [-2.554, -0.002, -3.074], [-1.854, -0.004, -2.150], [1.813, 0.003, -0.376], [2.957, 0.005, -0.511], [-0.055, 2.227, -0.048], [0.106, 3.360, 0.044], [-0.611, -0.356, 4.660], [-0.430, -0.243, 3.208], [-0.402, -0.131, 2.041], [-1.552, 0.142, 4.990], [0.232, 0.121, 5.208], [-0.666, -1.421, 4.986]]}